# 1
101
Properties=species:S:1:pos:R:3:lowdin_spin:R:1 method="wB97M-V/def2-TZVPD" multiplicity=2 total_energy_ha=-11597.58959 gap_ev="3.54 / 3.53" total_charge=-2 largest_force_ev_per_a=3.7 e_homo_ev="-1.7 / -1.7" relative_energy_kcal_mol=154.00
Ti 0.37076 -0.16302 1.40890 0.0068
O -1.66570 4.32133 -2.18732 0.0007
C -0.48292 4.78817 -1.82375 0.0012
O -0.09164 5.86959 -2.19817 0.0011
C 0.34816 3.92694 -0.93534 0.0083
C 1.65930 4.17396 -0.59990 0.0110
Cl 2.69368 5.42260 -1.10839 0.0028
N 2.07192 3.22712 0.27819 0.0283
N 1.05794 2.38948 0.56481 0.0130
C 0.03819 2.75755 -0.18097 0.0082
C -1.04257 1.74949 -0.36259 0.0012
O -1.88982 1.88805 -1.23161 0.0012
O -0.90724 0.66505 0.33205 0.0012
C 3.40567 2.81518 0.60015 0.2686
C 3.63218 2.45269 1.89617 -0.0046
C 4.67976 1.68955 2.43425 0.2910
C 5.78039 1.08754 1.75964 0.0143
C 6.26995 1.43461 0.55021 0.2088
C 4.26767 2.49914 -0.58987 0.0429
H -1.84190 3.40141 -1.83429 0.0000
H 2.85902 2.74394 2.59763 -0.0059
H 4.57057 1.44294 3.48518 0.0175
H 6.26719 0.27392 2.29227 -0.0040
H 7.07038 0.85311 0.10680 0.0109
H 4.09159 3.23690 -1.37460 0.0096
Cl -1.96665 1.45414 5.02537 0.0000
Ge -0.66056 1.45384 3.26542 0.0000
Cl 1.07216 2.68705 4.36459 0.0003
Cl -1.61674 3.31864 2.37093 0.0001
O -2.29839 -2.65569 3.05740 0.0000
S -1.48554 -1.48665 2.87871 0.0000
O -2.29059 -0.29055 2.48944 0.0000
O -0.50921 -1.74399 1.66733 -0.0001
O -0.58844 -1.15349 3.98364 0.0002
Se 2.11494 -0.26949 4.45832 0.0031
N 2.99208 -1.77142 4.68721 0.0000
C 3.02250 -2.42209 3.52699 -0.0001
C 3.64917 -3.66577 3.28445 -0.0001
C 3.61375 -4.14748 2.01488 -0.0001
C 2.91798 -3.43258 1.00487 -0.0002
N 2.30461 -2.29768 1.18869 0.0001
C 2.38299 -1.76958 2.42670 0.0007
N 1.85316 -0.55679 2.71541 0.0020
H 4.13797 -4.19532 4.09144 0.0000
H 4.10633 -5.07705 1.76106 0.0000
H 2.86188 -3.82418 -0.00620 0.0000
F 6.90388 2.88619 -4.87128 0.0000
C 7.48858 2.60498 -3.68573 0.0000
F 8.34576 1.57982 -3.94076 -0.0001
F 8.27333 3.66590 -3.39980 0.0000
C 6.49379 2.25387 -2.61119 0.0006
C 6.62726 2.88981 -1.42948 -0.0012
C 5.78435 2.62709 -0.22061 0.0242
C 3.89878 1.13889 -1.17055 0.0184
C 4.52173 0.66542 -2.32729 0.0036
C 5.60257 1.19221 -3.00619 0.0051
C 2.84980 0.46439 -0.55934 0.0008
C 1.83985 0.06516 0.03581 0.0009
H 7.39233 3.64805 -1.33351 -0.0005
H 5.85925 3.49993 0.43989 0.0068
H 4.07961 -0.22530 -2.76330 0.0005
H 5.83543 0.73249 -3.95950 0.0003
C -7.49286 -3.53645 1.83505 0.0000
C -7.54351 -2.27519 1.25485 0.0000
C -6.37263 -1.64488 0.84545 0.0000
C -5.13338 -2.26725 1.00005 0.0000
C -5.09421 -3.51156 1.63248 0.0000
C -6.26281 -4.14459 2.04255 0.0000
Sb -3.26710 -1.44542 0.19372 0.0000
C -3.67882 -2.17406 -1.86020 0.0000
C -4.30573 -3.38890 -2.13103 0.0000
C -4.28748 -3.93885 -3.40930 0.0000
C -3.63509 -3.27673 -4.44115 0.0000
C -3.03110 -2.04831 -4.19677 0.0000
C -3.04530 -1.51111 -2.91503 0.0000
C -4.28356 0.44008 -0.20848 0.0000
C -4.20137 1.48375 0.70937 0.0000
C -4.75933 2.72579 0.43058 0.0000
C -5.43039 2.93423 -0.76461 0.0000
C -5.57157 1.88514 -1.66374 0.0000
C -5.00253 0.64685 -1.38819 0.0000
H -8.40728 -4.03568 2.13660 0.0000
H -8.49890 -1.77950 1.12082 0.0000
H -6.43336 -0.66414 0.39288 0.0000
H -4.13412 -3.97650 1.82926 0.0000
H -6.21599 -5.11395 2.52664 0.0000
H -4.81437 -3.91575 -1.32690 0.0000
H -4.77436 -4.89011 -3.59784 0.0000
H -3.58346 -3.72156 -5.42909 0.0000
H -2.53927 -1.51206 -5.00071 0.0000
H -2.57011 -0.55063 -2.72979 0.0000
H -3.67407 1.33997 1.64244 0.0000
H -4.63566 3.53495 1.14099 0.0000
H -5.84275 3.91003 -0.99654 0.0000
H -6.11134 2.03196 -2.59365 0.0000
H -5.11602 -0.16048 -2.09786 0.0000
Cl -1.62850 -4.51926 -0.53990 0.0000
C -0.05813 -3.71202 -0.62585 0.0000
Cl -0.08411 -2.04621 -1.23796 0.0002
H 0.56548 -4.29616 -1.29124 0.0000
H 0.33283 -3.66542 0.37887 0.0000


# 2
96
Properties=species:S:1:pos:R:3:lowdin_spin:R:1 method="wB97M-V/def2-TZVPD" multiplicity=2 total_energy_ha=-6934.07647 gap_ev="7.54 / 7.27" total_charge=-1 largest_force_ev_per_a=0.7 e_homo_ev="-5.5 / -5.2" relative_energy_kcal_mol=11.09
Co 0.26373 0.57823 -0.08624 1.1256
O -2.67494 2.08343 -3.53140 0.0000
C -3.48359 1.01815 -3.59763 -0.0001
C -4.27708 0.86755 -4.73847 0.0000
C -5.12014 -0.21851 -4.86183 -0.0001
C -5.19185 -1.17987 -3.85519 0.0000
C -4.40521 -1.03447 -2.72867 0.0000
C -3.54501 0.05332 -2.57574 0.0004
C -2.65810 0.18368 -1.38487 0.0005
O -1.91841 1.19262 -1.27407 0.0107
N -2.68197 -0.83587 -0.51778 0.0006
N -1.68835 -0.68805 0.37728 0.0002
C -1.71334 -1.42358 1.41396 -0.0012
C -0.64197 -1.26025 2.38984 -0.0005
C -0.57936 -2.06465 3.52661 -0.0002
C 0.41199 -1.82850 4.46202 -0.0005
C 1.30417 -0.79174 4.24307 -0.0002
C 1.18246 -0.05174 3.07580 0.0001
N 0.24873 -0.27608 2.15783 0.0009
H -2.20160 2.00490 -2.65338 0.0000
H -4.20773 1.62262 -5.51117 0.0000
H -5.72887 -0.32098 -5.75284 0.0000
H -5.85361 -2.03062 -3.95537 0.0000
H -4.43377 -1.76373 -1.92935 0.0000
H -2.52515 -2.12079 1.61670 -0.0001
H -1.30712 -2.85442 3.66556 0.0000
H 0.47919 -2.43949 5.35399 0.0000
H 2.08521 -0.55221 4.95169 0.0000
H 1.86042 0.76519 2.87197 0.0002
Cl 3.35817 0.01450 0.65467 0.0112
C 2.81024 1.66595 0.82395 -0.0026
C 1.46950 1.93180 0.55211 -0.0333
C 1.08527 3.25546 0.76448 -0.0060
Cl -0.58228 3.65806 0.48867 0.0029
C 1.96587 4.25600 1.16331 -0.0006
Cl 1.42538 5.88038 1.38151 -0.0002
C 3.30559 3.94168 1.38839 -0.0027
Cl 4.42228 5.16379 1.87226 -0.0007
C 3.73189 2.62643 1.22739 -0.0001
Cl 5.38094 2.21279 1.52441 0.0006
F -2.34676 -8.45601 0.04039 0.0000
C -2.92050 -7.52674 -0.74984 0.0000
F -3.11229 -8.11927 -1.94501 0.0000
F -4.13635 -7.27731 -0.24137 0.0000
C -2.07629 -6.29624 -0.86705 0.0000
C -2.63439 -5.03695 -0.74287 0.0000
C -1.83079 -3.90882 -0.87381 0.0000
C -0.47151 -4.04311 -1.13769 0.0002
C 0.07240 -5.32158 -1.28417 0.0001
C -0.72055 -6.44412 -1.14332 0.0000
P 0.49984 -2.49628 -1.37979 0.0018
C 0.50004 -2.53434 -3.21375 0.0003
C 1.38950 -3.22996 -4.02996 0.0000
C 1.24673 -3.19867 -5.40541 0.0000
C 0.19957 -2.48485 -5.97717 0.0000
C -0.70759 -1.80809 -5.17922 0.0000
C -0.54975 -1.83203 -3.80167 0.0000
C 0.08823 -2.45679 -7.47013 0.0000
F 1.11833 -1.79915 -8.03785 0.0000
F -1.03584 -1.86689 -7.89791 0.0000
F 0.10551 -3.70031 -7.99479 0.0000
C 2.17929 -3.02473 -0.89131 0.0000
C 3.30478 -2.52274 -1.54122 -0.0002
C 4.57990 -2.77889 -1.05818 0.0000
C 4.73820 -3.52531 0.09708 -0.0001
C 3.62603 -4.00781 0.77618 0.0000
C 2.35853 -3.75861 0.28418 -0.0002
C 6.09665 -3.81061 0.65626 0.0000
F 6.33557 -5.13797 0.73584 0.0000
F 6.23594 -3.33293 1.90615 0.0000
F 7.08431 -3.28265 -0.08074 0.0000
H -3.69152 -4.92346 -0.54196 0.0000
H -2.28238 -2.92430 -0.80311 0.0000
H 1.12732 -5.43856 -1.49940 0.0000
H -0.29281 -7.43393 -1.24635 0.0000
H 2.20196 -3.80082 -3.59751 0.0000
H 1.94665 -3.73345 -6.03555 0.0000
H -1.52445 -1.25302 -5.62071 0.0000
H -1.25070 -1.28512 -3.17923 0.0000
H 3.19279 -1.89587 -2.41793 0.0000
H 5.44238 -2.37835 -1.57267 0.0000
H 3.75212 -4.57490 1.69037 0.0000
H 1.49759 -4.13399 0.82516 0.0000
C 2.28957 0.71497 -3.92527 -0.0037
C 2.21996 1.23395 -2.48503 -0.0070
C 2.74338 2.67126 -2.47056 0.0000
C 0.79234 1.12221 -1.92829 -0.0855
H 3.29182 0.84126 -4.35092 -0.0007
H 1.58272 1.26235 -4.55716 -0.0002
H 2.02665 -0.34409 -3.98725 -0.0001
H 2.90796 0.62199 -1.89082 -0.0009
H 2.13089 3.28928 -3.13661 0.0000
H 3.77842 2.72228 -2.82363 0.0000
H 2.70250 3.12402 -1.48066 0.0001
H 0.22189 0.41416 -2.54480 -0.0069
H 0.28102 2.08366 -2.06856 -0.0016